C9H12N5PdS3 as an isolated structure, computed with ωB97M-V/def2-TZVPD.

Geometry (Å):
Pd: 0.8505 -0.0485 0.2759
C: 0.0160 -0.4966 5.3719
S: 0.1742 1.2137 4.7891
C: 0.0998 0.9123 3.0454
S: 1.5983 0.3400 2.3666
N: -0.9583 1.1951 2.3914
N: -0.7199 0.9358 1.0110
C: -1.5774 1.4498 0.2271
C: -1.4134 1.2684 -1.2207
C: -2.4477 1.5216 -2.0958
C: -2.2162 1.3461 -3.4552
C: -0.9614 0.9402 -3.8682
C: 0.0160 0.6985 -2.9102
N: -0.1994 0.8532 -1.6080
H: 0.0445 -0.4332 6.4585
H: 0.8426 -1.1132 5.0295
H: -0.9383 -0.9165 5.0651
H: -2.3983 2.0238 0.6442
H: -3.4104 1.8457 -1.7230
H: -3.0031 1.5338 -4.1729
H: -0.7295 0.8155 -4.9167
H: 1.0112 0.3882 -3.1990
N: 2.8075 -1.5573 -0.1336
C: 1.6518 -2.0798 -0.6936
N: 1.6372 -2.1927 -2.0340
S: 0.3796 -2.5579 0.2832
H: 3.6411 -1.5037 -0.7023
H: 2.9454 -1.7797 0.8408
H: 2.4469 -2.0268 -2.6078
H: 0.8108 -2.5758 -2.4585

Total charge ... +1
Relative energy (zero: lowest compared OMol25 entry of this formula, charge and spin) ... 2.572 eV
Electronic energy ... -52957.2530 eV
Lowest unoccupied orbital energy ... -4.618 eV
Orbital gap ... 0.242 Ha